{
  "formula": "C21H56BN12O26",
  "method": "ωB97M-V/def2-TZVPD",
  "species": ["C", "C", "C", "O", "O", "C", "C", "B", "C", "C", "C", "C", "H", "H", "H", "H", "H", "H", "H", "H", "H", "H", "H", "H", "H", "H", "H", "H", "H", "H", "H", "H", "C", "N", "O", "O", "H", "H", "H", "C", "N", "O", "O", "H", "H", "H", "C", "N", "O", "O", "H", "H", "H", "C", "N", "O", "O", "H", "H", "H", "C", "N", "O", "O", "H", "H", "H", "C", "N", "O", "O", "H", "H", "H", "C", "N", "O", "O", "H", "H", "H", "C", "N", "O", "O", "H", "H", "H", "C", "N", "O", "O", "H", "H", "H", "C", "N", "O", "O", "H", "H", "H", "C", "N", "O", "O", "H", "H", "H", "C", "N", "O", "O", "H", "H", "H"],
  "positions_angstrom": [[5.44869, 0.37033, 0.58582], [5.73435, 0.25714, -1.02621], [5.48356, 1.64216, -1.87170], [6.47033, 2.46879, -2.31017], [4.08340, 1.98123, -2.21910], [3.56038, 3.07235, -1.38314], [1.89172, 3.18534, -1.41204], [1.17222, 2.33169, -0.20537], [0.68774, 0.81445, -0.61002], [1.42163, 0.17371, -1.92805], [-0.97608, 0.66715, -0.69931], [-1.33456, -0.94088, -0.41073], [4.89876, 1.37404, 0.85747], [4.76422, -0.50528, 1.00971], [6.49571, 0.39598, 1.15806], [6.83288, -0.15372, -1.15230], [5.00058, -0.56897, -1.45298], [3.99190, 4.11647, -1.76893], [3.90988, 3.00918, -0.24366], [1.45985, 2.99840, -2.48387], [1.67661, 4.33563, -1.17495], [1.90313, 2.31090, 0.73420], [0.20502, 2.94438, 0.13183], [0.99143, 0.11464, 0.30847], [2.47523, -0.23292, -1.60821], [1.43010, 0.85585, -2.87846], [0.78185, -0.78897, -2.22728], [-1.51713, 1.37139, 0.07295], [-1.25290, 0.87416, -1.81724], [-1.75174, -1.39540, -1.43182], [-2.11307, -1.08853, 0.45033], [-0.32642, -1.54434, -0.20463], [-1.30538, -5.08206, 0.78193], [-1.54688, -4.28864, -0.45328], [-0.56569, -4.02656, -1.15851], [-2.71480, -3.95133, -0.67996], [-0.23936, -5.30778, 0.85401], [-1.62973, -4.47692, 1.63105], [-1.88968, -6.00106, 0.70280], [-4.73109, 3.46664, -0.11327], [-4.01244, 2.37417, 0.59641], [-4.15497, 1.22612, 0.16004], [-3.32547, 2.70013, 1.57162], [-5.29272, 3.03751, -0.94571], [-5.40547, 3.93818, 0.60454], [-3.98145, 4.17235, -0.47692], [-3.82176, 0.94553, 3.94606], [-3.10311, -0.14693, 4.65574], [-3.24564, -1.29498, 4.21937], [-2.41615, 0.17902, 5.63095], [-4.38339, 0.51640, 3.11362], [-4.49614, 1.41708, 4.66387], [-3.07212, 1.65124, 3.58241], [-1.86701, -9.36375, 3.16284], [-2.18504, -8.26112, 2.21593], [-3.12118, -8.44321, 1.42900], [-1.48579, -7.24385, 2.28944], [-2.55772, -10.19103, 2.98654], [-0.83731, -9.67406, 2.97353], [-1.98425, -8.97260, 4.17549], [-6.84546, 5.43124, 4.14520], [-6.06844, 5.09208, 2.92258], [-4.89800, 5.48688, 2.86817], [-6.65559, 4.43901, 2.05198], [-6.20761, 6.00420, 4.82152], [-7.70794, 6.02410, 3.83368], [-7.15527, 4.49288, 4.60965], [3.75207, -2.18616, 4.04571], [4.52909, -2.52532, 2.82310], [5.69953, -2.13052, 2.76868], [3.94194, -3.17839, 1.95249], [4.38992, -1.61320, 4.72203], [2.88959, -1.59329, 3.73419], [3.44226, -3.12452, 4.51016], [0.66209, 7.32900, -2.40449], [0.27861, 6.99601, -1.00605], [1.18768, 6.67994, -0.22987], [-0.92435, 7.06136, -0.72708], [1.74479, 7.22999, -2.50700], [0.14656, 6.62740, -3.06358], [0.34902, 8.35734, -2.59610], [2.17750, -7.82008, 1.21056], [1.75537, -9.24655, 1.18641], [1.61676, -9.81431, 2.27599], [1.57510, -9.75600, 0.07413], [2.29842, -7.50500, 2.24914], [3.12509, -7.74762, 0.67276], [1.39617, -7.23682, 0.71908], [5.82840, -6.39638, 4.58520], [4.60948, -5.55847, 4.74561], [4.76464, -4.41055, 5.17800], [3.53125, -6.07694, 4.43287], [6.69954, -5.81592, 4.89623], [5.70731, -7.27873, 5.21702], [5.90377, -6.67006, 3.53086], [1.64510, 0.04197, -6.09796], [0.38636, 0.74773, -6.45996], [0.00505, 0.65924, -7.63279], [-0.18336, 1.37068, -5.55633], [2.03568, -0.46112, -6.98503], [2.35181, 0.79240, -5.73764], [1.40377, -0.68323, -5.31818], [2.76209, 7.71911, -6.52520], [2.37861, 7.38612, -5.12675], [3.28768, 7.07005, -4.35057], [1.17565, 7.45147, -4.84778], [3.84479, 7.62010, -6.62770], [2.24656, 7.01751, -7.18428], [2.44902, 8.74745, -6.71680], [-8.63693, 1.18124, -2.69391], [-7.65823, 2.26522, -2.40980], [-6.68790, 1.97961, -1.69872], [-7.89186, 3.37232, -2.90875], [-8.30718, 0.26778, -2.19452], [-9.60648, 1.50314, -2.30821], [-8.66702, 1.03974, -3.77617]],
  "atomic_forces_ev_per_a": [[0.04, 0.77, 0.70], [-0.42, -0.69, -0.25], [2.91, 4.15, -2.28], [-5.99, -5.47, 2.96], [3.41, -0.97, 1.92], [-0.96, 2.89, 0.70], [1.36, 1.46, -0.49], [-0.22, -0.23, -1.17], [-0.58, -1.40, 0.46], [-1.23, -1.47, 0.47], [1.35, -1.43, -0.12], [0.15, 0.09, -1.19], [1.01, -2.03, -0.64], [1.70, 1.87, -1.21], [-2.40, -0.21, -1.21], [-2.24, 1.22, -0.10], [1.44, 1.92, 0.69], [-0.56, -2.29, 0.53], [-0.81, -0.29, -2.48], [1.03, 0.32, 1.66], [0.72, -2.23, -0.63], [0.75, -0.05, 0.72], [-0.71, 0.45, 0.25], [-0.63, 1.11, -1.89], [-1.82, 1.07, -0.92], [0.24, -1.10, 1.97], [1.36, 1.71, 0.41], [1.24, -1.39, -1.75], [0.14, -0.02, 2.14], [0.62, 0.76, 2.41], [1.44, 0.21, -1.64], [-2.24, 1.39, -0.20], [-0.03, 0.09, -0.26], [-0.01, 0.78, -0.87], [-1.51, -0.43, 0.72], [1.72, -0.55, 0.16], [-0.26, 0.16, -0.11], [-0.07, -0.16, -0.17], [0.08, 0.63, -0.10], [0.04, 0.10, -0.46], [0.29, -0.60, 0.05], [0.30, 1.44, 1.02], [-0.88, -0.66, -1.17], [0.52, 0.20, 0.51], [0.45, -0.14, -0.27], [-0.01, -0.08, 0.26], [-0.10, 0.04, -0.21], [0.32, -0.79, 0.35], [0.38, 1.47, 0.88], [-0.88, -0.68, -1.25], [0.28, 0.03, 0.18], [0.24, -0.04, -0.01], [-0.19, -0.15, 0.11], [-0.09, -0.34, 0.09], [-0.45, 0.45, -0.64], [1.46, 0.58, 1.05], [-0.97, -1.83, 0.21], [0.12, 0.30, -0.06], [-0.10, 0.16, 0.11], [0.15, 0.01, -0.21], [0.02, 0.14, 0.30], [1.20, 0.08, -0.65], [-2.01, -0.73, -0.12], [0.50, 0.90, 1.29], [-0.06, -0.17, -0.28], [0.10, -0.24, 0.01], [-0.05, 0.17, -0.18], [-0.39, 0.42, 0.11], [0.49, -0.11, -0.54], [-1.50, -0.78, -0.17], [1.05, 0.79, 1.07], [-0.06, -0.19, -0.27], [0.13, -0.12, -0.08], [-0.12, 0.54, -0.35], [0.15, -0.22, 0.28], [0.12, -0.28, 1.17], [-1.58, 0.59, -0.94], [1.49, -0.08, -0.16], [-0.40, -0.10, 0.24], [0.03, 0.23, 0.39], [-0.12, -0.26, 0.03], [0.10, 0.29, 0.28], [-0.24, -0.84, -0.32], [0.01, 0.41, -1.43], [0.20, 0.55, 1.84], [-0.07, -0.17, -0.22], [-0.27, -0.01, -0.05], [0.21, -0.15, -0.05], [0.36, 0.02, 0.01], [-0.79, 0.47, 0.07], [-0.16, -2.15, -0.28], [1.49, 0.95, 0.53], [-0.32, -0.04, -0.08], [-0.09, 0.12, -0.22], [-0.11, -0.02, 0.21], [0.25, -0.20, -0.09], [-0.94, 0.64, 0.19], [0.24, 0.24, 1.35], [0.81, -0.97, -1.68], [-0.23, 0.19, 0.15], [-0.21, -0.15, 0.14], [0.06, 0.29, 0.03], [0.28, 0.00, -0.21], [0.07, -0.35, 1.02], [-1.54, 0.52, -1.06], [1.86, 0.05, -1.02], [-0.28, -0.02, 0.16], [-0.02, 0.20, 0.15], [-0.08, -0.24, 0.03], [-0.06, -0.35, 0.08], [0.83, 0.74, 0.29], [-1.84, 0.30, -1.37], [0.43, -1.51, 0.76], [0.03, 0.31, -0.09], [0.18, 0.03, -0.19], [-0.06, 0.15, 0.20]],
  "lowdin_charge": [-0.1136, -0.1454, -0.2460, -0.0596, -0.1384, -0.2019, -0.1823, -0.5630, -0.3526, -0.1201, -0.2079, -0.1637, 0.0756, 0.0712, 0.0877, 0.1157, 0.1153, 0.1168, 0.1135, 0.0865, 0.0752, 0.0287, 0.0305, 0.1057, 0.0665, 0.0568, 0.0655, 0.0761, 0.1038, 0.0689, 0.0588, 0.0614, 0.0178, -0.4175, 0.0339, 0.0390, 0.0826, 0.1103, 0.0687, 0.0388, -0.3912, 0.0489, 0.0237, 0.0513, 0.0526, 0.1122, 0.0282, -0.4227, 0.0436, 0.0356, 0.0915, 0.0954, 0.0885, 0.0485, -0.3954, 0.0724, 0.0219, 0.0981, 0.0801, 0.1049, 0.0377, -0.4041, 0.0873, 0.0292, 0.0968, 0.0993, 0.0996, 0.0238, -0.4250, 0.0301, 0.0405, 0.1004, 0.1105, 0.0643, -0.0038, -0.4163, 0.0507, 0.0312, 0.0751, 0.0994, 0.0992, 0.0507, -0.4194, 0.0304, 0.0556, 0.0875, 0.1055, 0.0942, 0.0467, -0.3927, 0.0321, 0.0588, 0.0993, 0.1015, 0.1036, 0.0348, -0.4277, 0.0272, 0.0580, 0.0889, 0.1040, 0.1002, 0.0406, -0.3907, 0.0781, 0.0196, 0.0963, 0.1028, 0.0991, 0.0386, -0.4011, 0.0498, 0.0565, 0.0986, 0.0985, 0.1008],
  "gap_ev": 5.19,
  "energy_ha": -3470.53233,
  "total_charge": -1,
  "spin_multiplicity": 1
}